Entry 1:
{
  "formula": "C15H32AlBrN4O",
  "method": "ωB97M-V with the def2-TZVPD basis set",
  "elements": ["C", "C", "N", "C", "C", "Al", "Br", "C", "C", "C", "N", "C", "C", "O", "H", "H", "H", "H", "H", "H", "H", "H", "H", "H", "H", "H", "H", "H", "H", "H", "H", "H", "H", "H", "H", "C", "C", "N", "C", "C", "N", "C", "C", "H", "H", "H", "H", "H", "H", "H", "H", "H", "H", "H"],
  "positions_angstrom": [[-3.55518, 2.20255, 2.93921], [-4.18761, 0.83538, 2.67683], [-3.69920, 0.17353, 1.45661], [-2.25071, 0.23586, 1.20919], [-1.40168, -0.27676, 2.36574], [0.43565, -0.68813, 1.76902], [1.74439, -1.34278, 3.62651], [1.36793, 0.87309, 0.90185], [0.93401, 2.28376, 1.37229], [0.77113, 3.27558, 0.22402], [-0.24384, 2.86668, -0.76844], [-4.60577, 0.12535, 0.42254], [-4.12096, 0.24372, -1.01609], [-5.80787, 0.00929, 0.61575], [-2.63610, 2.14541, 3.52258], [-3.33429, 2.73011, 2.00691], [-4.26305, 2.81686, 3.49967], [-5.26221, 0.93630, 2.55109], [-4.03938, 0.17844, 3.53888], [-2.06569, -0.39624, 0.33704], [-1.94372, 1.25608, 0.93637], [-1.37353, 0.43745, 3.19457], [-1.84713, -1.19736, 2.76195], [0.39928, -1.91709, 0.66718], [1.27574, 0.82380, -0.18914], [2.44463, 0.76518, 1.10666], [-0.00829, 2.25866, 1.93622], [1.68468, 2.67374, 2.06671], [1.73818, 3.40227, -0.27756], [0.48157, 4.26131, 0.59990], [-1.12838, 3.32009, -0.57207], [-0.42348, 1.87626, -0.64531], [-4.42837, -0.64401, -1.57142], [-3.05474, 0.40336, -1.14713], [-4.66515, 1.09230, -1.43436], [5.34300, -3.39003, -1.35847], [4.92046, -1.96375, -1.65728], [3.57033, -1.90709, -2.23257], [3.15394, -2.50598, -3.40158], [1.84267, -2.19859, -3.55823], [1.48223, -1.41551, -2.48987], [2.54059, -1.25336, -1.70574], [0.17016, -0.85517, -2.13812], [5.42312, -3.98616, -2.26730], [6.31990, -3.38074, -0.87762], [4.63253, -3.87093, -0.68713], [5.60116, -1.47699, -2.35519], [4.89065, -1.36598, -0.74805], [3.81575, -3.09796, -4.00658], [1.13765, -2.47362, -4.32142], [2.53831, -0.70351, -0.77560], [0.24451, 0.22845, -2.14055], [0.03341, -1.24216, -1.12389], [-0.59126, -1.18093, -2.83857]],
  "forces_ev_per_a": [[-0.1, 0.1, 0.0], [0.0, -0.5, 0.2], [-0.2, 0.9, -0.3], [0.1, -0.3, 0.1], [-0.2, 0.0, 0.0], [0.2, -0.1, 0.0], [0.1, 0.0, 0.0], [0.1, 0.1, 0.2], [0.1, 0.0, 0.0], [0.0, 0.1, 0.0], [0.0, -0.1, 0.0], [0.0, -0.3, 0.1], [-0.1, -0.1, 0.0], [0.2, 0.2, -0.1], [0.0, 0.0, -0.1], [-0.1, 0.0, 0.0], [0.1, 0.0, 0.0], [0.0, 0.0, 0.0], [0.1, 0.1, -0.1], [0.0, 0.0, 0.1], [0.0, -0.1, 0.0], [-0.1, 0.0, 0.0], [0.0, 0.0, 0.0], [0.1, 0.0, 0.0], [-0.1, 0.0, -0.1], [-0.1, 0.0, -0.1], [0.0, -0.1, -0.1], [-0.1, 0.0, 0.0], [-0.1, 0.0, 0.0], [0.1, 0.0, 0.0], [0.1, 0.0, 0.0], [0.0, 0.0, -0.1], [0.0, 0.0, 0.0], [0.0, 0.1, 0.0], [0.0, -0.1, 0.0], [0.0, 0.0, 0.0], [0.0, 0.0, 0.0], [0.0, 0.1, -0.1], [0.0, 0.0, 0.0], [0.0, 0.0, 0.0], [0.1, 0.2, -0.1], [0.0, -0.1, 0.1], [0.4, -0.2, 0.2], [0.0, 0.0, 0.0], [0.0, 0.0, 0.0], [0.0, 0.0, 0.0], [0.0, 0.0, 0.0], [0.0, 0.0, 0.0], [0.0, 0.0, 0.0], [0.0, 0.0, 0.0], [0.0, 0.0, 0.0], [-0.1, 0.1, 0.0], [-0.7, 0.3, 0.0], [0.1, -0.2, 0.0]],
  "spin_multiplicity": 1,
  "orbital_gap_ev": 7.910,
  "e_lumo_ev": -0.183,
  "largest_force_ev_per_a": 0.9,
  "charge": 0
}


Entry 2:
{
  "formula": "C13H16BF4N5NiS2",
  "method": "ωB97M-V with the def2-TZVPD basis set",
  "elements": ["Ni", "C", "S", "C", "S", "N", "N", "C", "C", "C", "C", "C", "C", "N", "H", "H", "H", "H", "H", "H", "H", "H", "F", "B", "F", "F", "F", "C", "C", "C", "C", "N", "N", "C", "H", "H", "H", "H", "H", "H", "H", "H"],
  "positions_angstrom": [[-7.15249, -2.45838, 15.11058], [-10.53742, -3.24357, 19.24166], [-9.61050, -4.50484, 18.42058], [-8.82894, -3.49088, 17.20290], [-7.28019, -3.95451, 16.58749], [-9.48396, -2.47515, 16.79525], [-8.89049, -1.90297, 15.70506], [-9.31937, -0.75906, 15.17939], [-8.64574, -0.38722, 13.92082], [-9.19183, 0.54274, 13.04460], [-8.51367, 0.75231, 11.82990], [-7.30385, 0.08959, 11.57330], [-6.81780, -0.81108, 12.54928], [-7.52707, -1.08021, 13.63033], [-11.33393, -3.08006, 18.51744], [-10.00702, -2.28735, 19.38742], [-11.00019, -3.61714, 20.15038], [-10.21800, -0.15329, 15.42201], [-10.12491, 0.96504, 13.28841], [-8.94368, 1.49693, 11.21290], [-6.66474, 0.35192, 10.74506], [-5.98357, -1.43211, 12.25754], [-4.56159, 1.42179, 12.35879], [-4.79148, 2.06414, 13.65513], [-4.12236, 3.30442, 13.68041], [-6.15452, 2.14141, 13.97251], [-4.23867, 1.16343, 14.71139], [-2.09520, -1.06569, 13.57654], [-3.15083, -1.99332, 14.15123], [-3.18748, -3.34086, 14.19652], [-4.50639, -3.78484, 14.43780], [-5.25217, -2.62651, 14.65347], [-4.37688, -1.57064, 14.45269], [-4.91586, -5.17604, 14.39122], [-1.29942, -1.66441, 13.21355], [-1.83896, -0.26974, 14.28797], [-2.52380, -0.54450, 12.66251], [-2.35867, -3.86737, 13.78552], [-4.56498, -0.56216, 14.64447], [-4.18272, -5.76982, 14.96800], [-4.70142, -5.50480, 13.35398], [-6.02138, -5.34076, 14.66646]],
  "forces_ev_per_a": [[0.9, 0.9, -1.0], [-1.3, 0.8, -0.6], [1.7, -0.3, 0.1], [-0.1, -1.1, 0.4], [0.1, -1.8, 1.2], [-1.0, 1.4, -0.7], [-1.7, 3.4, -0.4], [0.1, -2.2, 0.1], [-0.1, 0.3, -0.2], [1.7, -1.5, -0.3], [0.6, -0.5, 1.2], [-0.5, 0.7, 1.2], [-1.4, 0.3, -1.8], [0.4, 0.1, 0.4], [-0.3, 0.6, 0.4], [0.0, -0.7, 0.1], [0.3, -0.1, 0.1], [0.6, -0.8, 0.5], [-0.8, 0.8, 0.1], [0.0, 0.4, -1.0], [-0.2, -0.1, -0.2], [0.3, 0.1, 0.7], [-0.5, 0.4, 1.4], [0.8, -0.3, 0.0], [-0.7, -1.2, 0.1], [0.3, 0.1, -0.6], [-0.1, 0.4, -0.9], [-2.0, 0.9, -0.3], [-0.1, 1.5, -0.6], [0.1, -1.4, -0.9], [0.9, 4.3, 0.5], [2.0, -1.4, -0.5], [-0.9, 0.1, 0.5], [-1.3, -1.3, -0.3], [1.1, -0.3, 0.1], [0.3, -0.4, -0.3], [0.3, -0.5, 1.2], [0.3, -0.9, 0.2], [-0.4, -0.5, -0.2], [-0.8, 0.2, 0.2], [-0.6, 0.0, 0.4], [1.9, 0.0, -0.4]],
  "s2": 2.01,
  "spin_multiplicity": 3,
  "orbital_gap_ev": [7.121, 7.378],
  "e_above_lowest_kj_mol": 67.2,
  "e_lumo_ev": [-1.686, -1.678],
  "largest_force_ev_per_a": 4.4,
  "charge": 0
}


Entry 3:
{
  "formula": "C42H60N3O4PSV",
  "method": "ωB97M-V with the def2-TZVPD basis set",
  "elements": ["V", "O", "C", "C", "C", "C", "N", "C", "C", "C", "C", "C", "C", "O", "C", "C", "N", "H", "H", "H", "H", "H", "H", "H", "H", "H", "H", "H", "H", "C", "C", "C", "C", "C", "C", "C", "C", "C", "C", "C", "C", "C", "C", "C", "C", "C", "C", "C", "C", "C", "P", "C", "C", "C", "C", "C", "C", "C", "C", "H", "H", "H", "H", "H", "H", "H", "H", "H", "H", "H", "H", "H", "H", "H", "H", "H", "H", "H", "H", "H", "H", "H", "H", "H", "H", "H", "H", "H", "H", "H", "H", "H", "H", "H", "H", "H", "H", "H", "H", "H", "H", "H", "H", "H", "O", "S", "N", "C", "O", "H", "H", "H"],
  "positions_angstrom": [[0.17670, -0.26373, -0.88614], [7.15846, 0.03613, -1.11601], [6.46279, 0.80904, -0.15443], [4.98755, 0.59146, -0.32204], [4.07550, 1.48753, 0.21223], [2.72601, 1.24436, 0.05285], [2.24892, 0.18519, -0.60396], [3.12898, -0.72909, -1.05401], [4.49958, -0.54164, -0.95960], [2.54281, -1.98572, -1.58202], [3.30555, -2.94651, -2.23018], [2.69193, -4.10680, -2.67809], [3.48288, -5.18242, -3.37985], [4.67432, -4.71378, -3.98197], [1.33113, -4.25955, -2.45437], [0.64145, -3.25654, -1.80343], [1.22988, -2.14289, -1.36991], [8.10338, 0.17175, -1.00305], [6.68268, 1.87444, -0.25934], [6.74110, 0.50960, 0.86120], [4.39441, 2.37411, 0.74890], [1.98311, 1.90573, 0.46943], [5.19236, -1.27191, -1.34958], [4.36140, -2.80891, -2.40898], [2.84001, -5.69057, -4.10299], [3.79149, -5.92719, -2.64597], [4.44570, -4.10182, -4.68973], [0.80020, -5.13968, -2.79971], [-0.42170, -3.31709, -1.62647], [-1.54699, -4.25718, 3.24602], [-1.41470, -4.03182, 1.73402], [-0.34219, -4.96027, 1.16394], [-1.17498, -2.56486, 1.42890], [-0.02093, -1.91249, 1.67712], [0.14543, -0.48132, 1.57524], [1.25004, 0.00633, 2.54027], [2.58298, -0.75815, 2.44993], [0.80788, -0.13760, 4.00706], [-1.11923, 0.27378, 1.63676], [-2.31093, -0.37950, 1.50958], [-2.24240, -1.71649, 0.86795], [-3.66380, 0.10789, 1.98738], [-4.85951, -0.35050, 1.13440], [-3.89901, -0.39342, 3.42315], [-1.11323, 1.76344, 1.89442], [-1.39130, 2.20461, 3.19357], [-1.42326, 3.54305, 3.54295], [-1.18683, 4.50657, 2.57545], [-0.95915, 4.10121, 1.27293], [-0.91710, 2.75296, 0.89822], [-0.74279, 2.30952, -0.88546], [-2.47337, 2.63153, -1.58749], [-2.50833, 2.43014, -3.10903], [-3.09912, 3.97693, -1.20338], [-3.36945, 1.55021, -0.99822], [0.37714, 3.63056, -1.71919], [-0.29341, 4.96085, -2.10282], [1.62134, 4.01700, -0.89435], [0.89703, 2.96715, -3.00485], [-1.78955, -5.30031, 3.47840], [-2.32402, -3.61701, 3.67031], [-0.60701, -4.00438, 3.74644], [-2.37124, -4.31058, 1.27639], [0.64700, -4.69938, 1.55272], [-0.29669, -4.89761, 0.07480], [-0.54074, -6.00083, 1.43617], [0.84090, -2.48472, 2.01674], [1.43834, 1.06969, 2.36478], [2.53667, -1.67286, 3.04807], [3.39965, -0.16004, 2.86451], [2.85397, -1.06030, 1.44313], [0.68838, -1.19822, 4.25069], [-0.14316, 0.34597, 4.21290], [1.55851, 0.28026, 4.68902], [-3.20991, -2.21896, 0.85230], [-3.65109, 1.20009, 2.02856], [-5.18827, -1.34991, 1.43678], [-4.63697, -0.38623, 0.06854], [-5.70981, 0.32111, 1.27761], [-3.85875, -1.48722, 3.44578], [-4.88382, -0.08438, 3.78948], [-3.13886, -0.02533, 4.11389], [-1.60527, 1.46319, 3.95031], [-1.64216, 3.82846, 4.56624], [-1.20832, 5.56160, 2.82179], [-0.83617, 4.86182, 0.51527], [-1.89066, 3.11954, -3.67645], [-3.54170, 2.57116, -3.44006], [-2.22438, 1.41055, -3.37028], [-2.67171, 4.83043, -1.72974], [-3.03568, 4.16007, -0.12972], [-4.16297, 3.93529, -1.46208], [-2.96464, 0.55262, -1.14222], [-4.35336, 1.60744, -1.47693], [-3.50692, 1.71894, 0.06577], [-0.62844, 5.53432, -1.23770], [-1.13431, 4.84716, -2.77724], [0.45209, 5.56995, -2.62280], [1.41205, 4.25923, 0.14611], [2.06982, 4.90213, -1.35625], [2.38010, 3.24411, -0.93151], [0.09602, 2.71393, -3.70091], [1.43115, 2.04313, -2.78460], [1.58102, 3.65916, -3.50841], [-1.83351, -1.20119, -4.57979], [-0.53588, -0.57165, -4.27789], [-0.17361, -0.28537, -2.88079], [-2.61918, -2.27480, -1.48514], [-1.92097, -1.42979, -0.58599], [-3.70117, -2.14834, -1.37068], [-2.39201, -3.33501, -1.31043], [-2.34116, -2.00053, -2.50317]],
  "forces_ev_per_a": [[-0.7, -0.3, 0.9], [0.0, 0.0, 0.0], [0.0, 0.0, -0.1], [0.0, -0.1, -0.1], [-0.1, 0.0, 0.1], [0.0, -0.3, -0.1], [0.2, -0.1, -0.2], [0.0, 0.0, -0.1], [0.0, 0.1, 0.1], [0.0, 0.1, 0.0], [-0.1, -0.1, -0.1], [0.1, 0.0, 0.0], [0.0, 0.0, 0.0], [0.0, 0.0, 0.1], [-0.1, -0.1, 0.0], [0.0, 0.1, 0.1], [0.1, 0.2, 0.0], [0.0, 0.0, 0.0], [0.0, 0.1, 0.0], [0.0, 0.0, 0.1], [0.0, 0.0, 0.0], [0.0, 0.0, 0.0], [0.0, 0.0, 0.0], [0.0, 0.0, 0.0], [0.0, 0.0, 0.0], [0.0, 0.0, 0.0], [0.0, 0.0, 0.0], [0.0, 0.0, 0.0], [0.0, 0.0, 0.0], [0.0, 0.0, 0.0], [0.0, 0.0, 0.0], [0.1, 0.0, 0.0], [0.0, -0.1, 0.0], [0.1, -0.1, -0.1], [0.1, 0.1, 0.0], [0.0, 0.0, 0.0], [0.0, 0.0, 0.0], [0.0, 0.0, 0.1], [0.0, 0.0, 0.0], [-0.1, 0.0, -0.1], [0.0, 0.0, -0.1], [0.0, 0.0, 0.0], [0.0, 0.0, 0.0], [0.0, 0.0, 0.0], [0.0, 0.0, 0.1], [0.0, 0.0, 0.0], [0.0, 0.0, 0.0], [0.0, 0.0, 0.0], [0.0, 0.0, 0.0], [-0.1, 0.0, 0.0], [0.3, -0.1, 0.1], [0.0, 0.0, -0.1], [0.0, -0.1, 0.0], [-0.1, 0.1, -0.1], [-0.1, 0.1, 0.1], [0.1, 0.1, 0.1], [0.1, 0.0, 0.0], [0.0, 0.0, -0.1], [-0.1, 0.0, -0.1], [0.0, 0.1, 0.0], [0.0, 0.0, 0.0], [0.0, 0.0, 0.0], [0.0, 0.0, 0.0], [-0.1, 0.0, 0.0], [0.0, 0.0, 0.1], [0.0, 0.0, 0.0], [-0.1, 0.0, 0.0], [0.0, 0.0, 0.0], [0.0, 0.1, 0.0], [0.0, 0.0, 0.0], [0.0, 0.0, -0.1], [0.0, 0.0, 0.0], [0.1, 0.0, 0.0], [-0.1, 0.0, -0.1], [0.0, 0.0, 0.0], [0.0, 0.0, 0.0], [0.0, 0.1, 0.0], [0.0, 0.0, 0.0], [0.0, 0.0, 0.0], [0.0, 0.1, 0.0], [0.1, 0.0, 0.0], [0.0, 0.0, 0.0], [0.0, 0.1, 0.0], [0.0, 0.0, -0.1], [0.0, 0.0, 0.0], [0.0, 0.0, 0.1], [0.0, 0.1, 0.0], [0.0, 0.0, 0.0], [0.0, 0.0, 0.0], [-0.2, -0.2, 0.2], [0.0, 0.0, 0.0], [0.0, 0.0, 0.0], [0.1, -0.1, 0.0], [0.1, 0.0, 0.0], [0.0, 0.0, 0.1], [0.0, 0.0, -0.1], [0.1, -0.1, -0.1], [0.0, 0.0, 0.0], [-0.1, 0.0, 0.1], [-0.1, 0.0, 0.0], [0.0, 0.1, -0.1], [0.1, 0.0, 0.0], [0.0, 0.0, 0.0], [0.0, 0.0, 0.0], [0.1, 0.0, -0.1], [0.0, 0.0, 0.3], [0.2, 0.0, -0.7], [0.0, 0.0, -0.1], [0.2, 0.1, -0.1], [0.0, 0.0, 0.0], [0.0, 0.0, 0.1], [0.0, 0.0, 0.1]],
  "s2": 3.77,
  "spin_multiplicity": 4,
  "orbital_gap_ev": [5.916, 5.708],
  "e_above_lowest_kj_mol": 0.0,
  "e_lumo_ev": [-0.341, -0.468],
  "largest_force_ev_per_a": 1.2,
  "charge": 0
}


Entry 4:
{
  "formula": "C3H5NO4",
  "method": "ωB97M-V with the def2-TZVPD basis set",
  "elements": ["C", "C", "O", "N", "O", "C", "O", "O", "H", "H", "H", "H", "H"],
  "positions_angstrom": [[0.32084, 1.45179, -0.20305], [0.39446, -0.02577, 0.16097], [1.03334, -0.23321, 1.36267], [0.97102, -0.76640, -0.95705], [1.72870, -1.66115, -0.64459], [-1.01814, -0.70280, 0.18899], [-1.25308, -1.63612, 0.89589], [-1.87135, -0.13232, -0.64179], [-0.13586, 1.56658, -1.18911], [-0.24823, 1.99890, 0.55433], [1.35321, 1.83469, -0.22397], [1.45447, -1.11089, 1.32388], [-2.72941, -0.58330, -0.62712]],
  "forces_ev_per_a": [[0.5, -0.1, 0.0], [-0.6, 0.1, 0.8], [0.2, 0.0, -0.1], [1.2, -1.4, -0.9], [-0.8, 1.2, 0.0], [0.3, -0.2, 0.6], [-0.1, -0.1, 0.0], [-0.4, 0.5, -0.6], [0.1, 0.0, 0.2], [0.1, -0.1, -0.2], [-0.4, 0.0, 0.0], [-0.2, 0.1, 0.0], [0.1, -0.2, 0.2]],
  "spin_multiplicity": 1,
  "orbital_gap_ev": 9.157,
  "e_above_lowest_kj_mol": 270.7,
  "e_lumo_ev": -0.720,
  "smiles": "C[C@](O)(N=O)C(=O)O",
  "largest_force_ev_per_a": 2.1,
  "charge": 0
}


Which formula does entry 4 have? C3H5NO4